6 unconnected molecules or ions with the total composition H12O6 at a distorted geometry. Source: the OMol25 dataset; level of theory: ωB97M-V/def2-TZVPD.

maximum force	0.0692	hartree/bohr
Kohn-Sham gap	0.4191	hartree
E_tot	-12478.956	eV
structure (SMILES)	O.O.O.O.O.O

Structure (ORCA input):
```
! RIJCOSX wB97M-V def2-TZVPD def2/J DEFGRID3
* xyz 0 1
O 1.996 -3.671 -0.350
O 0.172 2.951 2.899
O -3.632 -0.151 -0.554
O -0.385 -0.831 -5.310
O 0.320 0.321 -0.839
O 1.485 1.272 4.059
H -0.367 0.022 -4.789
H 1.605 1.933 3.401
H -0.345 2.356 3.434
H 1.655 -4.104 0.437
H 0.059 0.612 0.054
H -1.235 -1.046 -5.626
H 1.056 -0.224 -0.832
H 2.357 0.867 4.129
H -2.805 0.121 -0.133
H -3.569 -0.025 -1.487
H -0.386 3.182 2.116
H 2.327 -2.819 0.050
*
```